# C2H5N2O2

The ion C2H5N2O2 with charge +1 at a distorted geometry (wB97M-V/def2-TZVPD, the Open Molecules 2025 dataset).

Output
Kohn-Sham gap (spin up / spin down) ... 7.7574 / 8.9659 eV
Total charge ... +1
ΔE to the lowest compared entry with this formula, charge and spin ... 512.9 kJ/mol
HOMO level (spin up / spin down) ... -15.29 / -15.30 eV

Cartesian coordinates (Å):
C  -0.8076  0.3478  0.4692
C  0.7959  -1.2698  -0.5822
N  0.0610  1.2872  0.3098
N  -0.4148  -0.9056  0.2256
O  1.6126  -0.3274  -0.7954
O  -0.3481  2.5627  0.2353
H  -1.9116  0.3831  0.8672
H  1.4660  -1.9157  -0.1398
H  0.4464  -1.7691  -1.5576
H  -1.2078  -1.6733  0.3729
H  0.3081  3.2800  0.5953